w:
A molecular structure, C51H74BN2NaO6PSb. Source: the Open Molecules 2025 dataset; level of theory: ωB97M-V/def2-TZVPD.

Summary:
Total charge ... -2
2S+1 ... 1
Highest occupied orbital energy ... -1.4862 eV
LUMO energy ... 3.64 eV
Frontier orbital gap ... 5.1 eV

Cartesian coordinates (Å):
Sb: -3.28 0.56 -0.31
P: 0.70 1.03 2.27
Na: 0.39 0.72 -0.72
O: 0.97 7.83 -4.37
O: -0.68 2.87 -1.05
O: -1.02 -2.94 -1.29
O: 1.04 -2.97 -0.29
O: 1.70 6.27 -5.67
O: -0.04 0.97 -3.06
N: 2.68 1.35 0.04
N: 1.16 6.64 -4.62
C: 2.51 0.92 2.41
C: -5.73 -1.12 0.91
C: -0.01 6.05 -2.54
C: 0.43 1.95 -3.60
C: 0.31 2.64 3.12
C: 0.66 5.65 -3.72
C: -4.26 0.99 -2.24
C: -3.29 3.36 0.84
C: 0.30 3.34 -3.17
C: 1.19 -5.41 -0.03
C: 4.15 2.95 -2.94
C: 3.42 1.52 -1.12
C: 4.70 1.05 1.37
C: -5.61 2.46 0.84
C: 2.53 -8.08 -0.54
C: -3.40 -1.88 1.42
C: 0.59 -4.23 -0.42
C: -0.74 -6.59 -0.86
C: -3.91 1.62 2.46
C: 5.29 0.78 2.58
C: 3.95 0.41 -1.82
C: 3.16 0.65 3.61
C: 0.34 -9.16 -0.13
C: 0.80 4.31 -4.02
C: -3.99 2.47 -2.54
C: 3.82 -0.96 -1.23
C: -0.67 -4.22 -1.02
C: 5.20 0.28 5.07
C: 0.61 -1.63 3.04
C: -4.32 -1.27 0.35
C: -5.75 0.71 -2.36
C: -4.14 2.10 1.03
C: 3.53 2.80 -1.70
C: 1.43 -7.89 1.70
C: 4.68 1.87 -3.63
C: 0.51 -6.62 -0.25
C: 5.36 2.05 -4.96
C: 1.19 -7.92 0.18
C: 2.96 3.98 -0.98
C: -0.49 5.12 -1.68
C: 4.54 0.56 3.75
C: -0.32 3.70 -1.91
C: 1.07 2.98 4.39
C: -0.04 -0.29 3.36
C: -0.18 -0.09 4.87
C: 3.28 1.12 1.21
C: -4.35 -2.25 -0.83
C: -3.49 0.15 -3.27
C: 0.51 3.76 2.09
C: -1.35 -5.39 -1.25
C: 4.57 0.61 -3.05
B: 0.04 -2.04 -0.83
H: 1.30 4.01 -4.93
H: 1.57 3.83 1.83
H: -1.28 -7.51 -1.03
H: -2.41 0.28 -3.18
H: -0.04 3.57 1.16
H: -3.45 3.84 -0.13
H: -2.94 2.72 -2.44
H: -3.56 4.10 1.61
H: -5.08 -1.96 -1.58
H: 0.68 -1.80 1.96
H: -4.52 0.76 2.73
H: 4.49 -0.18 5.77
H: 0.87 -10.06 0.20
H: 5.58 1.19 5.56
H: -4.30 2.69 -3.58
H: 0.16 -9.25 -1.20
H: -0.76 -0.92 5.30
H: -5.75 -0.52 1.83
H: 2.06 -7.05 1.98
H: -0.71 0.83 5.12
H: 4.19 3.94 -3.38
H: 4.47 -1.08 -0.36
H: -2.40 -2.06 1.02
H: -0.62 -9.12 0.38
H: 0.19 4.72 2.50
H: 0.75 3.96 4.77
H: 6.04 -0.41 4.97
H: -2.86 1.35 2.63
H: 6.38 0.74 2.64
H: -6.35 1.33 -1.69
H: -2.33 -5.38 -1.72
H: -6.27 1.60 0.95
H: -3.79 0.47 -4.28
H: 4.96 -0.26 -3.57
H: -6.41 -0.66 0.20
H: 0.49 -7.80 2.24
H: 3.20 -7.24 -0.31
H: -4.65 -3.24 -0.45
H: 5.11 1.24 -5.65
H: -2.22 3.16 0.91
H: 2.89 4.85 -1.64
H: -5.79 2.90 -0.14
H: -3.37 -2.36 -1.29
H: 2.39 -8.10 -1.62
H: -0.99 5.41 -0.76
H: -6.13 -2.11 1.16
H: 2.14 3.05 4.17
H: 1.97 3.75 -0.59
H: 5.32 1.22 0.50
H: 0.95 2.25 5.18
H: 2.80 -1.14 -0.89
H: -3.81 -2.84 1.75
H: -3.72 -0.91 -3.17
H: -5.91 3.20 1.59
H: 6.45 2.07 -4.86
H: 2.17 -5.38 0.44
H: 0.03 -2.45 3.48
H: -3.30 -1.24 2.30
H: -1.06 -0.33 2.96
H: 0.78 -0.08 5.38
H: -0.77 2.56 3.34
H: -5.99 -0.33 -2.15
H: -4.15 2.43 3.16
H: 4.08 -1.72 -1.97
H: -0.13 7.11 -2.34
H: 3.58 4.25 -0.12
H: 3.03 -9.00 -0.24
H: 1.63 -1.67 3.44
H: 1.93 -8.81 2.02
H: 2.56 0.50 4.50
H: -4.57 3.13 -1.89
H: 1.00 1.84 -4.54
H: 5.06 3.00 -5.43
H: -6.08 0.92 -3.39

These are the Löwdin partial charges, in e, on atoms 1 to 99: atom 1 (Sb): 1.6597, atom 2 (P): 1.1156, atom 3 (Na): 0.0583, atom 4 (O): 0.0065, atom 5 (O): -0.0709, atom 6 (O): 0.0175, atom 7 (O): 0.0270, atom 8 (O): 0.0113, atom 9 (O): 0.0043, atom 10 (N): 0.0415, atom 11 (N): -0.3746, atom 12 (C): -0.2974, atom 13 (C): -0.1262, atom 14 (C): -0.0180, atom 15 (C): -0.2021, atom 16 (C): -0.5472, atom 17 (C): -0.1909, atom 18 (C): -0.7063, atom 19 (C): -0.1392, atom 20 (C): -0.1187, atom 21 (C): 0.0474, atom 22 (C): -0.0323, atom 23 (C): -0.2423, atom 24 (C): -0.0374, atom 25 (C): -0.1217, atom 26 (C): -0.0579, atom 27 (C): -0.1403, atom 28 (C): -0.2388, atom 29 (C): -0.0581, atom 30 (C): -0.1364, atom 31 (C): -0.0817, atom 32 (C): -0.2021, atom 33 (C): -0.1020, atom 34 (C): -0.0855, atom 35 (C): 0.0312, atom 36 (C): -0.1253, atom 37 (C): -0.0308, atom 38 (C): -0.2544, atom 39 (C): -0.0899, atom 40 (C): -0.1178, atom 41 (C): -0.7040, atom 42 (C): -0.1198, atom 43 (C): -0.7035, atom 44 (C): -0.2013, atom 45 (C): -0.0569, atom 46 (C): -0.2981, atom 47 (C): -0.1961, atom 48 (C): -0.0753, atom 49 (C): -0.5664, atom 50 (C): -0.0354, atom 51 (C): -0.0028, atom 52 (C): -0.3170, atom 53 (C): -0.3959, atom 54 (C): -0.1281, atom 55 (C): -0.5490, atom 56 (C): -0.1294, atom 57 (C): -0.3194, atom 58 (C): -0.1320, atom 59 (C): -0.1297, atom 60 (C): -0.1340, atom 61 (C): 0.0010, atom 62 (C): -0.0275, atom 63 (B): -0.2569, atom 64 (H): 0.1215, atom 65 (H): 0.0722, atom 66 (H): 0.0848, atom 67 (H): 0.0575, atom 68 (H): 0.0333, atom 69 (H): 0.0621, atom 70 (H): 0.0663, atom 71 (H): 0.0818, atom 72 (H): 0.0511, atom 73 (H): 0.0491, atom 74 (H): 0.0504, atom 75 (H): 0.0620, atom 76 (H): 0.0760, atom 77 (H): 0.0622, atom 78 (H): 0.0825, atom 79 (H): 0.0810, atom 80 (H): 0.0686, atom 81 (H): 0.0510, atom 82 (H): 0.0761, atom 83 (H): 0.0574, atom 84 (H): 0.1095, atom 85 (H): 0.0767, atom 86 (H): 0.0617, atom 87 (H): 0.0803, atom 88 (H): 0.0735, atom 89 (H): 0.0684, atom 90 (H): 0.0616, atom 91 (H): 0.0556, atom 92 (H): 0.0980, atom 93 (H): 0.0587, atom 94 (H): 0.1076, atom 95 (H): 0.0555, atom 96 (H): 0.0806, atom 97 (H): 0.1064, atom 98 (H): 0.0599, atom 99 (H): 0.0873

=====

x:
A molecular structure, C51H74BN2NaO6PSb. Source: the Open Molecules 2025 dataset; level of theory: ωB97M-V/def2-TZVPD.

Summary:
Total charge ... -2
2S+1 ... 1
Highest occupied orbital energy ... -1.4704 eV
LUMO energy ... 3.65 eV
Frontier orbital gap ... 5.1 eV

Cartesian coordinates (Å):
Sb: -3.29 0.77 -0.47
P: 0.77 0.98 2.26
Na: 0.33 0.72 -0.65
O: 1.22 6.23 -5.57
O: -1.07 -2.87 -1.27
O: -0.81 2.77 -0.82
O: 1.05 -2.77 -0.43
O: 0.66 7.77 -4.19
O: -0.32 0.93 -2.83
N: 2.75 1.15 0.13
N: 0.80 6.59 -4.48
C: -5.79 1.22 -2.43
C: 1.14 2.93 4.42
C: 1.34 -5.19 -0.09
C: -0.13 -0.20 4.82
C: 3.36 0.95 1.30
C: -0.49 5.05 -1.35
C: 0.40 5.59 -3.52
C: 1.47 -7.70 0.21
C: 3.44 1.20 -1.08
C: -0.44 3.63 -1.65
C: 4.51 0.16 -2.99
C: -4.27 1.29 -2.40
C: -5.73 2.38 1.00
C: -0.09 5.98 -2.25
C: 5.25 0.39 5.22
C: 3.07 3.68 -1.06
C: 4.54 1.36 -3.68
C: 2.77 -7.82 -0.61
C: 3.51 2.43 -1.76
C: -0.64 -4.13 -0.98
C: -5.76 -1.05 0.65
C: 2.57 0.81 2.51
C: 0.08 3.28 -2.96
C: 5.36 0.73 2.71
C: 0.66 -8.98 0.00
C: -3.68 0.34 -3.45
C: 0.55 -1.71 2.92
C: -3.56 3.55 0.78
C: 0.65 -4.07 -0.47
C: 4.78 0.92 1.47
C: 3.22 0.61 3.73
C: 0.49 4.25 -3.85
C: -0.05 -0.35 3.30
C: 1.83 -7.61 1.70
C: 5.12 1.44 -5.08
C: -3.41 -1.76 1.13
C: 3.98 0.05 -1.71
C: 3.92 -1.28 -1.01
C: -1.28 -5.34 -1.11
C: -4.22 2.19 1.00
C: 0.71 -6.45 -0.21
C: -4.35 -2.05 -1.14
C: -3.81 2.71 -2.75
C: -0.59 -6.50 -0.72
C: 4.04 2.49 -3.05
C: 4.60 0.56 3.87
C: 0.16 1.89 -3.39
C: 0.32 3.71 2.20
C: 0.31 2.55 3.19
C: -4.34 -1.13 0.08
C: -3.77 1.65 2.36
B: -0.02 -1.90 -0.92
H: -0.27 -8.96 0.57
H: 0.92 -7.55 2.31
H: -4.11 -0.66 -3.39
H: -4.10 2.33 3.16
H: 4.08 -2.09 -1.72
H: -3.37 -2.11 -1.62
H: -2.67 1.59 2.41
H: -6.09 2.81 0.06
H: 2.62 0.49 4.62
H: 2.54 -7.83 -1.67
H: -3.84 -2.71 1.48
H: -2.29 -5.39 -1.50
H: -4.18 0.67 2.57
H: 6.44 0.72 2.79
H: -2.60 0.24 -3.36
H: -2.47 3.47 0.69
H: 4.55 -0.06 5.94
H: 4.77 2.33 -5.60
H: -0.62 0.73 5.12
H: 2.35 -5.10 0.30
H: -6.43 -0.48 0.01
H: 4.89 -0.74 -3.47
H: -6.00 3.10 1.80
H: -6.17 -2.07 0.74
H: -0.07 4.63 2.66
H: -4.21 2.99 -3.73
H: 3.30 -8.75 -0.35
H: -3.26 -1.12 2.01
H: -0.27 3.49 1.31
H: -6.28 1.47 1.19
H: 2.89 4.50 -1.76
H: 6.22 1.48 -5.06
H: -5.09 -1.71 -1.88
H: 0.41 -9.12 -1.06
H: -1.07 -0.31 2.92
H: 2.42 -6.72 1.92
H: 0.71 1.74 -4.35
H: -4.14 3.45 -2.03
H: 0.53 -1.85 1.83
H: -2.72 2.76 -2.81
H: -1.10 -7.45 -0.82
H: -0.13 7.04 -2.02
H: 1.08 2.20 5.22
H: 1.59 -1.77 3.24
H: 5.57 1.35 5.65
H: 2.94 -1.42 -0.54
H: 3.83 4.00 -0.34
H: 3.44 -6.98 -0.42
H: 1.24 -9.84 0.33
H: -0.72 -1.03 5.23
H: 0.85 -0.25 5.29
H: 4.83 0.57 -5.67
H: -6.25 2.04 -1.87
H: 4.67 -1.35 -0.22
H: -3.90 0.73 -4.46
H: 2.40 -8.49 2.02
H: -0.73 2.37 3.51
H: 2.19 3.04 4.15
H: -4.64 -3.06 -0.83
H: -6.18 0.28 -2.04
H: -6.14 1.31 -3.48
H: 6.13 -0.25 5.17
H: -3.93 4.05 -0.11
H: -5.77 -0.61 1.65
H: -0.85 5.34 -0.37
H: 0.89 3.97 -4.81
H: 2.16 3.50 -0.47
H: -2.43 -1.97 0.71
H: 5.40 1.06 0.59
H: -0.01 -2.52 3.38
H: -3.78 4.21 1.64
H: 4.08 3.45 -3.56
H: 1.35 3.91 1.86
H: 0.79 3.90 4.81

These are the Löwdin partial charges, in e, on atoms 1 to 99: atom 1 (Sb): 1.6825, atom 2 (P): 1.1323, atom 3 (Na): 0.0433, atom 4 (O): 0.0184, atom 5 (O): 0.0160, atom 6 (O): -0.1208, atom 7 (O): 0.0130, atom 8 (O): 0.0143, atom 9 (O): -0.0191, atom 10 (N): 0.0335, atom 11 (N): -0.3842, atom 12 (C): -0.1195, atom 13 (C): -0.1302, atom 14 (C): 0.0498, atom 15 (C): -0.1278, atom 16 (C): -0.3185, atom 17 (C): 0.0013, atom 18 (C): -0.1832, atom 19 (C): -0.5679, atom 20 (C): -0.2395, atom 21 (C): -0.3884, atom 22 (C): -0.0296, atom 23 (C): -0.6975, atom 24 (C): -0.1194, atom 25 (C): -0.0138, atom 26 (C): -0.0898, atom 27 (C): -0.0375, atom 28 (C): -0.2998, atom 29 (C): -0.0585, atom 30 (C): -0.2024, atom 31 (C): -0.2486, atom 32 (C): -0.1329, atom 33 (C): -0.2931, atom 34 (C): -0.1263, atom 35 (C): -0.0832, atom 36 (C): -0.0865, atom 37 (C): -0.1296, atom 38 (C): -0.1174, atom 39 (C): -0.1359, atom 40 (C): -0.2304, atom 41 (C): -0.0374, atom 42 (C): -0.0990, atom 43 (C): 0.0289, atom 44 (C): -0.5468, atom 45 (C): -0.0566, atom 46 (C): -0.0769, atom 47 (C): -0.1425, atom 48 (C): -0.1971, atom 49 (C): -0.0350, atom 50 (C): 0.0024, atom 51 (C): -0.6893, atom 52 (C): -0.1947, atom 53 (C): -0.1361, atom 54 (C): -0.1197, atom 55 (C): -0.0568, atom 56 (C): -0.0350, atom 57 (C): -0.3181, atom 58 (C): -0.1965, atom 59 (C): -0.1353, atom 60 (C): -0.5379, atom 61 (C): -0.6918, atom 62 (C): -0.1417, atom 63 (B): -0.2552, atom 64 (H): 0.0806, atom 65 (H): 0.0875, atom 66 (H): 0.0531, atom 67 (H): 0.0826, atom 68 (H): 0.0738, atom 69 (H): 0.0645, atom 70 (H): 0.0565, atom 71 (H): 0.0553, atom 72 (H): 0.0805, atom 73 (H): 0.0880, atom 74 (H): 0.0846, atom 75 (H): 0.1078, atom 76 (H): 0.0492, atom 77 (H): 0.0973, atom 78 (H): 0.0604, atom 79 (H): 0.0427, atom 80 (H): 0.0621, atom 81 (H): 0.0649, atom 82 (H): 0.0558, atom 83 (H): 0.1210, atom 84 (H): 0.0555, atom 85 (H): 0.1065, atom 86 (H): 0.0773, atom 87 (H): 0.0762, atom 88 (H): 0.0722, atom 89 (H): 0.0832, atom 90 (H): 0.0757, atom 91 (H): 0.0461, atom 92 (H): 0.0277, atom 93 (H): 0.0487, atom 94 (H): 0.0687, atom 95 (H): 0.0668, atom 96 (H): 0.0556, atom 97 (H): 0.0820, atom 98 (H): 0.0704, atom 99 (H): 0.0767

=====

Each structure's energy above the most stable one, in hartree: w 0.0000; x 0.0144.

=====

w:
A single C3H4S2 molecule. Source: the Open Molecules 2025 dataset; level of theory: ωB97M-V/def2-TZVPD.

Summary:
2S+1 ... 1
Highest occupied orbital energy (spin up / spin down) ... -8.8456 / -9.0522 eV
LUMO energy (spin up / spin down) ... -2.08 / -2.30 eV
Frontier orbital gap (spin up / spin down) ... 6.8 / 6.8 eV

Cartesian coordinates (Å):
S: 2.58 0.10 0.47
S: -2.55 1.45 -0.18
C: 0.91 -0.77 -0.02
C: -0.52 -0.29 0.16
C: -0.93 1.00 -0.05
H: -0.36 1.92 -0.20
H: -1.43 -0.87 0.53
H: 1.06 -1.78 0.34
H: 1.24 -0.76 -1.05

Formally, the Löwdin partial charges of the atoms, in units of the elementary charge, are as follows: atom 1 (S): 0.5382, atom 2 (S): 0.6457, atom 3 (C): -0.5263, atom 4 (C): -0.2001, atom 5 (C): -0.6831, atom 6 (H): 0.0358, atom 7 (H): 0.1138, atom 8 (H): 0.0432, atom 9 (H): 0.0328

=====

x:
A single C3H4S2 molecule. Source: the Open Molecules 2025 dataset; level of theory: ωB97M-V/def2-TZVPD.

Summary:
2S+1 ... 1
Highest occupied orbital energy ... -8.6861 eV
LUMO energy ... -1.70 eV
Frontier orbital gap ... 7.0 eV

Cartesian coordinates (Å):
S: 1.93 -1.82 1.00
S: -0.26 0.31 2.03
C: -0.79 0.78 -0.47
C: 1.02 -0.99 0.06
C: 0.04 0.00 0.50
H: 0.99 -1.26 -1.02
H: -1.67 0.26 -0.77
H: -0.23 0.98 -1.36
H: -1.02 1.74 0.02

Formally, the Löwdin partial charges of the atoms, in units of the elementary charge, are as follows: atom 1 (S): 0.7687, atom 2 (S): 0.7766, atom 3 (C): -0.1545, atom 4 (C): -0.7649, atom 5 (C): -0.9023, atom 6 (H): 0.0643, atom 7 (H): 0.0768, atom 8 (H): 0.0647, atom 9 (H): 0.0707

=====

Each structure's energy above the most stable one, in hartree: w 0.0731; x 0.0000.